DFT (ωB97M-V with the def2-TZVPD basis set) results for a structure of composition C28H32Cl5IrNOPSbSe2.

Element x y z (Å)
Ir  1.966  0.533  0.219
Se  0.429  1.441  2.074
P  -0.489  2.837  0.650
Se  -0.179  1.863  -1.289
C  -2.238  3.089  0.973
C  -2.933  2.162  1.747
C  -4.291  2.335  1.964
C  -4.949  3.429  1.415
C  -4.259  4.337  0.621
C  -2.904  4.166  0.385
C  0.439  4.388  0.749
C  -0.139  5.562  1.225
C  0.631  6.714  1.312
C  1.965  6.694  0.943
C  2.545  5.516  0.483
C  1.785  4.365  0.388
H  -2.414  1.322  2.190
H  -4.838  1.622  2.566
H  -6.005  3.573  1.605
H  -4.777  5.181  0.187
H  -2.372  4.865  -0.248
H  -1.171  5.583  1.547
H  0.180  7.629  1.674
H  2.563  7.591  1.031
H  3.590  5.500  0.201
H  2.236  3.441  0.060
Cl  2.518  -3.544  6.231
C  2.141  -2.958  4.676
C  2.877  -1.915  4.111
Cl  4.141  -1.185  4.996
C  2.570  -1.461  2.835
Cl  3.525  -0.186  2.164
C  1.525  -1.987  2.066
O  1.203  -1.487  0.859
C  0.825  -3.047  2.670
Cl  -0.396  -3.742  1.731
C  1.104  -3.524  3.942
Cl  0.170  -4.792  4.607
N  4.084  1.650  -1.788
C  3.263  1.267  -1.074
H  4.788  1.964  -2.428
C  -0.514  -4.371  -3.206
C  0.204  -4.543  -1.882
C  -0.430  -5.564  -0.959
Sb  0.321  -2.518  -0.887
C  -1.580  -1.346  -0.876
C  -2.311  -1.461  0.449
C  -2.449  -1.732  -2.062
C  1.572  -1.333  -2.303
C  2.687  -2.215  -2.849
C  0.714  -0.703  -3.387
H  -0.424  -5.309  -3.760
H  -0.075  -3.587  -3.826
H  -1.576  -4.169  -3.069
H  1.261  -4.765  -2.032
H  -1.438  -5.270  -0.656
H  0.170  -5.740  -0.069
H  -0.516  -6.513  -1.495
H  -1.187  -0.336  -0.995
H  -2.670  -2.476  0.624
H  -3.182  -0.801  0.427
H  -1.679  -1.165  1.287
H  -2.877  -2.729  -1.938
H  -1.917  -1.686  -3.013
H  -3.280  -1.024  -2.116
H  1.984  -0.561  -1.658
H  2.300  -2.964  -3.543
H  3.231  -2.727  -2.055
H  3.401  -1.599  -3.401
H  0.277  -1.451  -4.049
H  1.353  -0.054  -3.992
H  -0.080  -0.079  -2.979

Cartesian forces, eV/Å:
-1.68 3.57 1.37
-0.12 -0.59 -0.06
0.26 0.06 0.52
1.85 -0.57 0.82
0.24 0.01 -0.16
-0.06 0.00 0.08
-0.03 0.04 -0.02
0.03 -0.06 0.01
0.00 0.04 -0.05
-0.08 -0.03 -0.02
-0.36 -0.07 -0.06
0.05 -0.06 0.04
-0.03 0.06 0.03
0.02 0.01 0.03
-0.02 -0.07 -0.02
-0.05 0.24 0.08
0.01 0.04 0.00
0.03 0.03 0.01
0.01 0.00 -0.02
0.01 -0.02 0.00
-0.05 -0.01 0.00
0.05 0.02 -0.01
0.03 -0.02 0.02
-0.02 -0.01 -0.05
0.00 0.00 0.03
0.07 -0.07 -0.12
-0.01 0.05 0.02
0.12 0.08 -0.02
-0.07 -0.09 0.16
0.04 0.01 -0.05
-0.30 -0.03 -0.40
-0.10 0.46 -0.90
0.24 -0.47 1.13
-0.33 -1.28 -1.26
0.59 0.94 -0.30
-0.81 -0.67 -0.46
0.03 -0.12 0.09
0.00 0.01 -0.11
0.09 0.36 -0.18
0.54 -1.37 -0.29
-0.03 0.13 0.05
-0.06 0.54 0.07
0.37 -0.43 0.89
-0.01 -0.01 -0.05
-0.47 1.83 -0.89
0.22 -0.59 0.40
0.09 -0.04 0.02
0.13 -0.14 -0.06
-0.23 -1.07 0.14
-0.11 -0.06 0.04
-0.06 -0.11 0.08
0.08 -0.01 0.09
-0.06 -0.07 -0.03
0.04 -0.03 -0.05
0.00 0.05 -0.02
0.00 -0.04 -0.02
-0.02 -0.05 -0.02
0.00 0.03 -0.01
0.10 -0.21 0.03
-0.08 0.05 0.01
0.02 0.03 -0.03
-0.06 0.05 0.01
-0.03 0.04 -0.03
-0.08 -0.01 0.00
0.02 0.00 0.01
-0.06 -0.27 -0.21
0.07 -0.01 -0.01
0.09 0.02 -0.04
0.00 -0.02 -0.02
0.00 0.10 -0.07
0.01 -0.04 -0.03
-0.05 -0.09 -0.12

**⟨S²⟩**: 0.77
**E**: -9005.28323 hartree
**Energy relative to the best compared isomer or geometry (same formula, charge and spin)**: 173.5 kJ/mol
**Charge**: +2
**Orbital gap (spin up / spin down)**: 5.832 / 5.599 eV
**Strongest force on any atom**: 4.2 eV Å⁻¹
**HOMO level (spin up / spin down)**: -0.4809 / -0.4755 Ha
**2S+1**: 2

---

DFT (ωB97M-V with the def2-TZVPD basis set) results for a structure of composition C28H32ClF13IN2O9P2S.

Element x y z (Å)
C  0.318  4.208  -2.394
C  0.421  2.770  -1.954
C  -0.204  2.192  -0.513
C  -1.324  3.299  0.034
Cl  -2.052  2.858  1.704
C  -2.659  3.450  -0.963
C  -3.287  4.993  -0.879
N  -0.880  0.868  -0.852
O  -1.165  0.913  -2.139
C  -2.469  0.545  -2.596
O  -2.783  1.006  -3.845
C  -3.677  -0.318  -1.921
C  -4.402  -0.070  -0.475
C  -5.604  -1.099  0.045
C  -6.146  -2.397  -0.847
C  -5.443  -2.615  -2.312
C  -4.251  -1.609  -2.816
C  -0.117  -0.407  -0.405
C  0.746  -0.905  -1.670
C  1.799  -2.142  -1.538
C  3.382  -1.755  -1.853
F  3.544  -0.872  -3.054
F  4.145  -1.309  -0.666
C  4.092  -3.203  -2.303
F  3.562  -4.370  -1.563
F  3.700  -3.391  -3.747
C  5.732  -3.154  -2.283
F  6.178  -4.023  -3.437
F  6.297  -1.791  -2.609
C  6.435  -3.792  -0.948
F  5.686  -3.608  0.315
F  6.518  -5.279  -1.191
C  7.977  -3.297  -0.668
F  8.626  -4.418  0.111
F  8.808  -3.136  -1.890
C  8.065  -1.981  0.359
F  6.996  -0.984  0.129
F  7.924  -2.409  1.801
F  9.360  -1.267  0.270
N  -1.306  -1.321  -0.020
C  -1.368  -2.476  -0.691
S  -1.468  -3.914  -1.656
C  0.602  -0.227  1.043
O  1.916  -0.841  1.254
P  -0.416  -1.038  2.513
O  0.466  -0.637  3.807
O  -1.960  -0.301  2.777
O  -0.391  -2.776  2.484
O  0.754  1.147  1.536
C  1.054  2.130  0.512
I  3.050  1.938  -0.440
P  1.342  3.748  1.572
C  3.194  4.130  1.787
O  0.768  3.472  3.231
H  0.496  5.126  -1.671
H  0.026  4.418  -3.509
H  1.047  2.091  -2.711
H  -0.928  4.404  0.065
H  -3.531  2.741  -0.637
H  -2.360  3.297  -2.091
H  -4.401  5.011  -0.485
H  -2.677  5.690  -0.141
H  -3.259  5.529  -1.927
H  -1.793  0.898  -0.305
H  -4.047  0.804  0.216
H  -6.086  -0.915  1.114
H  -6.988  -3.130  -0.443
H  -5.757  -3.510  -3.000
H  -3.763  -1.807  -3.887
H  1.368  0.033  -2.074
H  0.105  -1.215  -2.633
H  1.742  -2.734  -0.502
H  1.556  -2.993  -2.343
H  1.857  -1.814  1.491
H  -2.388  0.053  1.946
H  0.124  -3.154  3.278
H  3.711  4.638  0.838
H  3.263  4.970  2.634
H  3.843  3.230  2.218
H  -0.059  4.027  3.377
C  -5.588  -0.034  5.458
C  -6.149  0.099  4.057
O  -5.090  0.257  3.124
H  -4.997  0.849  5.722
H  -6.392  -0.152  6.190
H  -4.919  -0.898  5.527
H  -6.799  0.975  3.987
H  -6.731  -0.786  3.782
H  -4.522  -0.531  3.189

Cartesian forces, eV/Å:
0.02 -3.36 1.38
-0.25 4.19 -1.54
2.87 4.42 -0.79
-1.70 0.53 -1.85
0.93 0.10 -1.53
-0.26 0.83 -0.39
-0.03 0.59 0.33
-0.13 0.58 4.59
-2.40 -0.98 -3.62
-4.90 1.84 -7.35
3.06 -3.11 8.45
-2.70 -2.89 1.86
-0.81 -3.35 -2.15
1.25 -0.85 -2.92
3.61 3.06 -1.65
1.38 3.17 2.63
-1.14 0.40 2.33
-0.07 -2.02 -0.36
1.25 0.51 -2.13
0.44 -0.84 0.27
0.26 -1.17 -0.03
-0.45 -2.19 4.16
-2.15 -0.78 -3.71
-0.92 -0.39 -2.16
1.82 3.72 -2.13
1.03 0.35 4.55
1.66 -0.42 -2.88
-1.30 2.83 3.84
-2.18 -4.42 1.43
0.17 -2.67 1.07
2.12 -0.37 -4.15
-0.50 4.89 0.84
2.77 -1.87 0.57
-2.09 3.68 -2.54
-3.19 -0.29 4.11
0.64 2.56 2.58
3.53 -3.48 0.51
0.43 1.35 -5.30
-4.62 -2.69 0.08
1.17 -5.14 -4.04
-0.05 0.49 -0.47
0.31 5.32 3.80
1.27 -0.06 1.91
-2.11 -0.20 -1.22
2.33 1.19 7.45
-3.51 -1.74 -5.20
2.11 -1.45 -2.31
0.19 2.20 -0.06
-0.07 -1.84 -2.52
-0.47 -1.14 1.80
-0.82 -0.75 -0.22
-0.91 1.98 1.44
1.79 0.22 1.56
0.21 0.70 -2.44
-1.35 -2.09 -1.32
1.76 -0.44 2.05
-2.39 1.08 1.67
-0.12 -2.68 0.23
1.84 1.05 -0.71
-0.54 0.03 2.40
2.37 -0.22 -0.89
-1.14 -1.56 -1.44
-0.06 -1.27 2.09
0.98 -0.33 -0.28
-0.98 -1.78 -1.30
1.28 -0.22 -2.59
2.06 1.88 -0.95
0.72 2.04 1.46
-1.20 0.57 2.69
-1.31 -1.98 1.11
0.83 0.91 2.59
0.37 1.54 -2.33
0.45 2.18 1.64
-0.23 1.57 -0.25
0.58 -0.70 1.15
-1.05 1.49 -1.34
-1.48 -1.45 2.00
-0.60 -1.80 -1.75
-1.32 1.92 -1.14
1.55 -1.02 -0.58
-0.02 0.06 0.21
0.05 -0.14 0.39
0.43 -0.17 -0.65
-0.16 -0.08 -0.06
0.12 -0.02 -0.03
-0.14 0.00 0.02
0.19 -0.10 -0.17
-0.18 0.02 0.12
-0.19 0.41 0.13

**E**: -5008.62889 hartree
**Energy relative to the best compared isomer or geometry (same formula, charge and spin)**: 2104.2 kJ/mol
**Charge**: +1
**Orbital gap**: 6.543 eV
**Strongest force on any atom**: 9.5 eV Å⁻¹
**HOMO level**: -0.4118 Ha

---

DFT (ωB97M-V with the def2-TZVPD basis set) results for a cluster of 6 separate species, C28H32ClN5P in total.

Element x y z (Å)
C  -2.993  -1.362  1.112
P  -1.687  -0.420  0.174
C  -0.970  0.532  1.578
C  -2.428  0.933  -0.691
Cl  -3.361  0.359  -2.174
H  -3.724  -1.710  0.378
H  -2.542  -2.230  1.602
H  -3.515  -0.752  1.855
H  -1.482  1.477  1.768
H  0.079  0.766  1.388
H  -1.024  -0.085  2.480
H  -3.169  1.482  -0.103
N  1.043  -3.547  -2.941
C  0.331  -2.546  -2.424
C  -0.410  -1.645  -3.173
C  -0.410  -1.781  -4.549
C  0.335  -2.810  -5.109
C  1.037  -3.661  -4.268
H  0.314  -2.435  -1.345
H  -0.977  -0.895  -2.639
H  -0.982  -1.099  -5.166
H  0.373  -2.960  -6.181
H  1.621  -4.476  -4.684
N  -1.518  4.730  -2.950
C  -2.422  3.902  -2.426
C  -3.702  4.317  -2.069
C  -4.062  5.637  -2.263
C  -3.125  6.505  -2.811
C  -1.876  6.000  -3.133
H  -2.154  2.865  -2.247
H  -4.385  3.592  -1.646
H  -5.050  5.989  -1.994
H  -3.352  7.549  -2.983
H  -1.121  6.654  -3.560
N  1.257  1.052  4.167
C  1.370  1.545  5.397
C  1.941  0.845  6.450
C  2.405  -0.441  6.213
C  2.279  -0.968  4.939
C  1.703  -0.181  3.950
H  0.981  2.546  5.551
H  2.009  1.297  7.431
H  2.849  -1.023  7.011
H  2.601  -1.973  4.704
H  1.578  -0.570  2.946
N  0.926  -3.328  3.074
C  0.731  -3.307  1.755
C  0.886  -4.426  0.943
C  1.246  -5.625  1.535
C  1.438  -5.661  2.908
C  1.269  -4.488  3.628
H  0.437  -2.352  1.328
H  0.738  -4.359  -0.126
H  1.376  -6.515  0.933
H  1.718  -6.575  3.415
H  1.416  -4.482  4.703
N  3.296  0.667  -1.835
C  3.633  1.903  -2.198
C  2.723  2.941  -2.330
C  1.384  2.689  -2.067
C  1.014  1.410  -1.685
C  2.005  0.440  -1.589
H  4.688  2.074  -2.396
H  3.063  3.923  -2.635
H  0.632  3.460  -2.176
H  -0.024  1.174  -1.459
H  1.739  -0.570  -1.295

Cartesian forces, eV/Å:
-0.07 0.00 -0.06
-0.03 -0.09 -0.10
0.22 -0.08 0.10
0.07 0.21 -0.06
-0.05 -0.06 -0.05
0.03 -0.07 0.04
-0.08 -0.03 0.05
0.04 0.05 0.00
-0.14 -0.07 -0.04
-0.04 0.04 0.02
0.08 0.06 0.01
-0.05 0.00 0.08
0.03 -0.03 0.04
-0.09 -0.05 0.00
0.03 -0.10 0.09
-0.01 0.04 0.06
0.02 -0.02 0.00
-0.03 0.05 -0.03
0.04 -0.09 0.01
-0.07 0.11 -0.17
0.01 -0.01 -0.01
0.00 0.01 0.00
0.00 0.00 0.02
0.09 -0.07 0.00
-0.20 0.07 0.04
-0.03 -0.06 0.01
0.02 0.01 -0.01
0.01 -0.03 0.00
-0.05 0.05 0.01
0.22 0.00 -0.02
0.00 0.01 0.00
0.00 0.00 0.00
0.00 0.00 0.00
0.01 -0.02 0.00
-0.03 0.11 -0.07
0.09 -0.10 0.10
-0.04 0.01 0.00
-0.02 0.02 -0.05
0.06 -0.01 0.06
-0.05 -0.02 0.05
0.02 0.01 -0.02
0.00 0.00 0.00
0.01 0.00 0.00
-0.02 0.04 -0.01
0.01 0.01 0.02
-0.04 -0.03 -0.02
0.03 0.00 -0.02
0.00 0.02 0.02
0.00 0.01 0.01
0.00 -0.01 0.01
0.00 -0.04 -0.06
-0.01 -0.04 -0.04
-0.02 0.05 -0.02
0.00 0.00 0.01
0.00 0.00 -0.01
0.00 0.02 0.01
0.03 -0.05 0.01
-0.03 0.05 -0.01
0.01 0.00 -0.01
-0.03 -0.06 -0.04
0.01 -0.07 -0.01
-0.02 0.08 0.06
0.00 -0.02 0.01
-0.01 0.00 0.00
0.00 0.07 0.00
0.02 0.06 0.00
0.07 0.05 0.00

**E**: -2161.45686 hartree
**Charge**: -1
**Orbital gap**: 5.742 eV
**Strongest force on any atom**: 0.2 eV Å⁻¹
**HOMO level**: -0.1146 Ha